Formula: C24H80O16
Source: the OMol25 dataset
Level of theory: the ωB97M-V functional and the def2-TZVPD basis

XYZ file:
```
120
Properties=species:S:1:pos:R:3:forces:R:3
O 13.0365 13.5730 8.4025 0.49 0.15 0.62
O 18.2777 15.0912 5.1087 0.10 -0.01 -0.03
O 10.6853 15.8506 7.3018 0.39 0.47 0.97
O 13.9007 11.3925 5.3312 -0.58 -0.18 -0.32
O 10.5331 13.9229 3.2685 -0.34 0.50 0.39
O 12.5625 16.2821 5.1581 -0.77 -0.96 0.84
O 8.2210 19.5890 3.5112 -0.38 0.18 -0.16
O 18.5251 17.2244 3.2116 0.13 0.02 -0.56
O 12.7151 21.2494 5.9976 -1.50 -0.85 -0.59
O 18.1654 17.8605 6.0964 0.36 0.68 -0.35
O 15.0668 21.1475 4.2930 0.03 -0.05 0.12
O 12.6289 17.9483 2.7889 -0.83 -0.43 0.34
O 16.1260 16.9338 -1.0234 0.51 0.58 0.12
O 14.9316 19.1988 2.3222 0.19 -0.14 -0.28
O 12.2970 13.5156 5.6999 0.28 -0.25 0.24
O 16.4433 17.0481 8.1127 -0.01 0.17 0.07
C 13.9355 18.0642 5.9188 -0.65 -0.22 1.36
C 12.0077 22.2333 8.0648 -0.79 -0.15 -0.89
C 6.9212 17.6039 3.6744 -1.36 0.15 -0.11
C 11.0863 16.6966 8.3852 -1.05 0.60 0.93
C 16.4176 15.5652 -0.8264 0.53 -0.93 1.75
C 8.2815 18.1650 3.4201 0.80 0.29 1.31
C 10.7219 14.9095 2.2470 -0.03 -0.86 -0.49
C 16.5125 18.0345 9.1532 -1.89 -1.69 1.47
C 14.8379 16.0415 4.7698 1.66 -1.51 -0.64
C 13.1259 21.9783 7.1115 2.50 -0.06 -0.20
C 17.7996 17.8706 9.9346 0.26 0.42 -0.15
C 15.2349 17.7560 10.0634 1.08 1.48 -0.12
C 10.5722 18.1264 8.1419 -0.35 -0.13 -0.61
C 14.3083 21.2663 7.7445 0.59 -0.34 1.34
C 9.4874 14.8290 1.3227 0.08 0.70 0.87
C 15.9592 10.4048 4.7864 -0.26 0.05 -0.34
C 15.1021 12.4042 3.4476 -0.27 -1.52 -0.09
C 13.8597 16.5419 5.7114 -1.24 2.12 0.03
C 17.9780 15.4016 -0.5118 -1.77 0.20 -0.31
C 12.0151 14.5694 1.5574 0.54 0.06 -1.11
C 15.5381 14.9987 0.3294 -0.28 0.45 -0.30
C 15.1387 11.6969 4.8049 2.17 0.18 0.45
C 9.1903 17.6093 4.5198 0.07 -0.17 0.24
C 10.6300 16.1114 9.7531 1.01 0.07 -0.59
H 6.1843 17.8996 2.9269 0.15 -0.30 -0.41
H 15.9600 9.8974 5.7509 -0.06 0.23 0.08
H 14.4954 14.9280 0.0167 -0.05 -0.24 -0.35
H 14.8260 14.9523 4.8330 0.14 -0.21 -0.14
H 12.3650 16.9456 4.4904 0.11 0.24 -0.57
H 15.8326 14.0192 0.7062 0.18 -0.01 -0.16
H 6.4796 18.0190 4.5809 0.43 0.07 0.29
H 18.2644 14.3541 -0.4150 -0.16 -0.16 -0.75
H 15.6143 12.4006 5.4923 0.41 0.16 0.38
H 12.8904 14.7904 2.1681 -0.07 0.32 -0.02
H 12.2860 17.7600 1.9144 -0.14 -0.03 -0.12
H 12.3269 14.3838 5.2921 -0.08 0.73 -0.33
H 13.5016 12.2652 5.4213 -1.02 -0.05 0.25
H 11.3832 13.2402 5.6116 -0.23 -0.07 -0.11
H 15.8067 18.9436 2.0256 0.17 -0.32 -0.19
H 9.4963 15.4780 0.4471 0.42 -0.29 -0.20
H 18.8947 14.7732 4.4472 0.31 -0.23 -0.07
H 18.6543 17.7064 9.2779 0.01 0.45 -0.19
H 12.2839 13.0658 8.7089 -0.13 -0.04 0.02
H 9.5746 15.8503 9.8257 0.00 0.19 -0.23
H 17.8158 16.9883 10.5748 -0.48 0.02 0.13
H 18.2826 15.7667 0.4694 -0.41 0.74 -0.07
H 10.1715 13.1856 2.7702 0.01 -0.40 0.36
H 8.6122 15.1673 1.8786 -0.06 -0.15 0.20
H 9.5001 18.1439 7.9437 -0.17 -0.10 0.37
H 15.4527 15.6873 1.1708 0.62 0.14 0.10
H 16.0637 12.7978 3.1181 -0.02 0.38 0.37
H 12.1679 16.8370 8.4210 0.34 -0.62 -0.01
H 12.9963 18.3669 6.3840 -0.27 0.02 -0.12
H 10.8234 18.8528 8.9151 0.00 -0.20 0.24
H 14.0147 18.6685 5.0155 0.41 -0.31 -0.10
H 14.3557 17.8926 9.4340 -0.14 -0.33 0.16
H 12.9381 13.5960 7.4473 -0.32 -0.02 -0.41
H 14.7604 21.8438 8.5522 -0.04 0.39 -0.02
H 13.5576 22.8804 6.6728 -0.24 0.85 0.54
H 12.2388 22.9751 8.8282 0.02 -0.16 -0.04
H 13.9376 16.0045 6.6568 -0.25 0.14 0.17
H 10.9117 16.7992 10.5510 -0.30 0.30 -0.03
H 14.6394 18.3369 6.7056 0.61 0.00 -0.49
H 10.8599 15.8870 2.7092 -0.39 -0.04 0.20
H 15.1922 18.4943 10.8653 -0.06 0.39 -0.12
H 14.0488 20.3334 8.2471 -0.46 -0.19 -0.20
H 13.4898 20.9410 5.5197 0.01 -0.21 -0.01
H 15.2347 16.8350 10.6468 0.18 -0.48 -0.67
H 12.1492 13.5320 1.2483 -0.54 -0.33 0.33
H 11.3080 16.1112 6.6158 -0.02 -0.28 -0.80
H 8.9910 19.9216 3.9784 0.11 -0.11 -0.05
H 14.2878 13.1280 3.4312 0.19 0.11 -0.24
H 12.0436 15.0813 0.5943 0.40 0.51 0.06
H 11.6588 21.2853 8.4749 0.16 0.03 0.32
H 16.9924 10.5379 4.4649 0.00 0.19 -0.03
H 16.3329 19.0075 8.6958 0.52 0.08 -0.05
H 11.1950 22.5706 7.4204 -0.26 0.36 0.33
H 13.5141 18.2915 2.6333 0.68 0.36 -0.12
H 15.9020 21.0471 4.7534 0.30 -0.13 0.16
H 9.3318 13.7760 1.0866 -0.03 0.06 -0.50
H 14.7744 22.0336 4.5132 -0.09 0.37 -0.23
H 15.1372 21.0096 7.0842 -0.16 0.18 -0.42
H 8.6592 17.9148 2.4279 0.03 -0.22 -0.10
H 15.4752 9.7317 4.0777 0.03 -0.14 -0.08
H 15.2646 17.0493 -1.4313 -0.05 -0.21 0.01
H 15.0841 19.9178 2.9398 -0.20 0.41 0.24
H 11.2366 15.2332 9.9763 -0.18 -0.28 -0.24
H 9.4018 16.5515 4.3610 0.31 0.02 -0.18
H 14.9128 11.5731 2.7664 -0.50 0.29 -0.55
H 10.1043 18.1837 4.6749 0.29 -0.12 -0.44
H 16.1221 15.0316 -1.7304 0.49 -0.27 -0.15
H 17.9457 18.7634 10.5429 0.28 -0.09 0.11
H 18.4853 15.9361 -1.3143 0.40 -0.26 0.18
H 17.7411 17.7749 6.9528 -0.22 -0.28 0.03
H 18.4054 16.4406 3.7508 -0.35 0.15 0.03
H 10.9963 18.5098 7.2129 0.23 0.01 -0.08
H 18.2425 16.9599 5.7756 -0.03 -0.37 0.17
H 16.0576 16.2916 8.5622 0.04 -0.42 -0.36
H 15.8355 16.3535 5.0799 0.14 0.15 -0.44
H 18.5691 17.9444 3.8429 -0.01 0.16 0.28
H 17.9676 14.2981 5.5487 -0.25 -0.13 0.17
H 14.5819 16.2725 3.7359 0.28 0.45 0.05
H 6.9409 16.5231 3.8141 0.00 -0.05 -0.31
H 8.7141 17.6193 5.5009 -0.38 0.21 -0.06
```
Forces are in eV/Å.

Properties
* HOMO: -9.47 eV
* frontier orbital gap: 9.505 eV
* relative energy (zero: lowest compared OMol25 entry of this formula, charge and spin): 0.9445 eV
* molar mass: 624.9 g/mol
* total energy: -58945.27603 eV

Atomic partial charges in e from the Löwdin method, atoms 1 to 8:
1. O -0.067
2. O -0.036
3. O -0.049
4. O -0.034
5. O -0.055
6. O -0.097
7. O -0.046
8. O -0.050